Computed, not measured: a molecular structure, C46H55BBiN11O2, with ωB97M-V with the def2-TZVPD basis set.

XYZ file:
```
116
Properties=species:S:1:pos:R:3
Bi 0.88 0.73 -0.37
C -0.94 -1.27 -2.70
C -2.06 -0.90 -1.99
C -2.26 0.59 -2.25
C -1.26 0.96 -3.11
C -0.46 -0.18 -3.47
C 0.48 -0.27 -4.64
C 1.08 1.08 -5.01
C 1.61 -1.27 -4.38
C -0.37 -0.77 -5.83
C -3.32 1.57 -1.78
C -3.24 1.85 -0.26
C -3.11 2.93 -2.46
C -4.73 1.11 -2.16
C -2.96 -1.96 -1.36
C -3.69 -1.55 -0.09
C -2.12 -3.19 -0.98
C -3.97 -2.41 -2.43
H -0.56 -2.27 -2.79
H -1.13 1.95 -3.53
H 1.71 1.45 -4.22
H 0.31 1.82 -5.23
H 1.70 0.97 -5.91
H 2.24 -0.95 -3.54
H 2.25 -1.34 -5.27
H 1.24 -2.27 -4.17
H -1.17 -0.07 -6.05
H -0.82 -1.74 -5.61
H 0.26 -0.87 -6.71
H -2.31 2.36 -0.01
H -3.32 0.96 0.34
H -4.06 2.52 0.01
H -2.14 3.37 -2.20
H -3.89 3.62 -2.14
H -3.16 2.84 -3.55
H -5.05 0.21 -1.65
H -4.80 0.94 -3.23
H -5.44 1.90 -1.90
H -2.99 -1.23 0.68
H -4.22 -2.42 0.31
H -4.43 -0.77 -0.24
H -1.36 -2.93 -0.23
H -1.64 -3.66 -1.83
H -2.78 -3.94 -0.53
H -4.60 -1.60 -2.79
H -4.63 -3.18 -2.01
H -3.46 -2.84 -3.29
C 4.09 2.75 -2.88
C 2.87 2.74 -2.21
N 2.83 1.72 -1.36
N 4.01 1.08 -1.43
C 4.78 1.67 -2.36
B 4.36 -0.05 -0.41
N 3.78 0.39 0.99
C 4.49 0.45 2.12
C 3.66 0.86 3.15
C 2.42 1.03 2.56
N 2.49 0.73 1.26
N 3.68 -1.36 -0.81
C 4.12 -2.58 -1.18
C 3.02 -3.39 -1.35
C 1.92 -2.57 -1.07
N 2.33 -1.35 -0.76
N 5.86 -0.14 -0.27
C 6.74 0.89 -0.12
C 7.94 0.36 0.29
C 7.69 -1.02 0.38
N 6.45 -1.32 0.06
H 4.43 3.45 -3.62
H 2.02 3.40 -2.29
H 5.77 1.31 -2.57
H 5.53 0.20 2.13
H 3.92 1.01 4.19
H 1.50 1.34 3.00
H 5.17 -2.78 -1.24
H 3.01 -4.43 -1.63
H 0.87 -2.81 -1.07
H 6.45 1.91 -0.30
H 8.85 0.90 0.49
H 8.37 -1.81 0.67
C -0.36 5.07 0.92
C -0.03 3.64 0.76
N 0.57 2.95 -0.01
H 0.10 5.63 0.11
H 0.01 5.44 1.88
H -1.44 5.21 0.90
O -0.83 3.02 2.15
C -0.96 1.78 2.35
N -1.65 1.32 3.40
C -1.55 -0.14 3.50
C -0.77 -0.42 2.20
O -0.48 -1.49 1.74
N -0.45 0.78 1.60
C -2.91 -0.83 3.46
C -2.95 -2.20 3.67
C -4.16 -2.87 3.60
C -5.34 -2.18 3.34
C -5.29 -0.81 3.14
C -4.08 -0.13 3.19
C -0.75 -0.52 4.74
C 0.52 -1.09 4.68
C 1.21 -1.36 5.86
C 0.64 -1.08 7.09
C -0.63 -0.53 7.15
C -1.33 -0.26 5.99
H -1.94 1.92 4.15
H -2.04 -2.75 3.87
H -4.19 -3.94 3.76
H -6.28 -2.70 3.31
H -6.20 -0.26 2.94
H -4.05 0.93 3.02
H 0.96 -1.34 3.73
H 2.19 -1.81 5.80
H 1.18 -1.30 8.00
H -1.09 -0.32 8.11
H -2.33 0.14 6.04
```

**Multiplicity**: 2
**Relative energy (zero: lowest compared OMol25 entry of this formula, charge and spin)**: 0.497 eV
**HOMO energy (spin up / spin down)**: -10.264 / -10.638 eV
**Total charge**: +1
**E_LUMO (spin up / spin down)**: -1.99 / -3.65 eV
**M**: 1013.813 g/mol
**Calculated total energy**: -75595.0006 eV

***

Computed, not measured: a gas-phase ion, C28H39N2O4 (charge +1), with ωB97M-V with the def2-TZVPD basis set.

XYZ file:
```
73
Properties=species:S:1:pos:R:3
C -5.59 -3.50 0.22
C -4.62 -2.66 -0.60
C -5.03 -1.19 -0.61
C -4.07 -0.32 -1.42
C -4.59 1.09 -1.67
C -4.81 1.93 -0.41
H -5.51 1.42 0.25
C -3.54 2.25 0.38
C -2.56 3.13 -0.40
C -1.44 3.71 0.47
C -0.46 2.65 0.96
H 0.29 3.08 1.63
H -0.98 1.84 1.48
O 0.22 2.08 -0.17
C 1.49 1.80 -0.07
O 2.18 1.91 0.91
C 2.04 1.30 -1.43
N 3.07 0.33 -1.23
C 2.97 -1.01 -1.26
N 4.13 -1.57 -0.94
C 5.04 -0.57 -0.67
C 6.38 -0.61 -0.29
C 7.00 0.61 -0.07
C 6.32 1.82 -0.24
C 4.99 1.86 -0.62
C 4.36 0.65 -0.84
H 4.48 2.80 -0.73
H 6.84 2.74 -0.05
H 8.03 0.63 0.23
H 6.91 -1.53 -0.16
C 4.37 -2.99 -0.84
H 4.60 -3.41 -1.83
H 5.22 -3.16 -0.18
H 3.49 -3.48 -0.43
C 1.74 -1.81 -1.56
O 1.33 -2.54 -0.43
C 0.63 -1.82 0.54
C -0.75 -1.82 0.52
C -1.47 -1.18 1.51
C -0.79 -0.52 2.52
C 0.60 -0.49 2.54
C 1.33 -1.14 1.55
O 2.69 -1.17 1.47
C 3.43 -0.57 2.51
H 4.48 -0.77 2.28
H 3.18 -1.00 3.48
H 3.27 0.51 2.53
H 1.10 0.03 3.34
H -1.33 -0.02 3.31
H -2.55 -1.20 1.51
H -1.26 -2.35 -0.27
H 0.93 -1.16 -1.92
H 1.96 -2.55 -2.33
H 2.46 2.17 -1.95
H 1.21 0.90 -2.02
H -1.87 4.20 1.35
H -0.89 4.46 -0.10
H -2.11 2.56 -1.21
H -3.12 3.96 -0.83
H -3.05 1.32 0.67
H -3.83 2.77 1.30
H -5.27 2.88 -0.71
H -3.91 1.62 -2.34
H -5.55 1.02 -2.19
H -3.09 -0.28 -0.93
H -3.91 -0.80 -2.40
H -5.07 -0.82 0.42
H -6.03 -1.10 -1.04
H -3.61 -2.76 -0.18
H -4.59 -3.03 -1.62
H -5.28 -4.55 0.22
H -6.59 -3.44 -0.19
H -5.62 -3.16 1.25
```

**Relative energy (zero: lowest compared OMol25 entry of this formula, charge and spin)**: 0.061 eV
**HOMO energy**: -11.411 eV
**Total charge**: +1
**E_LUMO**: -2.96 eV
**M**: 467.630 g/mol
**Calculated total energy**: -40834.2874 eV

***

Computed, not measured: 6 unconnected molecules or ions with the total composition C33H55Cl10NO7 in a non-equilibrium geometry, with ωB97M-V with the def2-TZVPD basis set.

XYZ file:
```
106
Properties=species:S:1:pos:R:3
C -0.83 4.31 1.21
C -0.81 2.92 0.33
C 0.49 3.04 -0.61
C 0.21 4.41 -1.47
C 0.84 1.82 -1.58
C -0.06 1.75 -2.92
C -1.65 1.65 -2.68
C -2.41 3.01 -3.19
C -3.60 3.46 -2.22
O -4.28 2.36 -1.54
C -5.03 2.96 -0.46
O -4.51 3.44 0.57
O 2.13 2.34 -2.14
C 3.25 2.01 -1.30
O 4.37 2.54 -1.43
C 2.80 0.83 -0.25
O 2.68 1.49 1.06
C 3.88 -0.29 0.11
O 3.36 -1.45 0.81
C 3.74 -1.40 2.19
C 5.10 -2.09 2.54
C 5.62 -2.05 4.00
C 4.78 -1.32 5.11
C 3.42 -0.68 4.77
C 2.90 -0.72 3.31
C 1.43 0.42 -0.99
C 0.33 -0.12 0.05
C 0.14 -1.69 0.23
C -0.60 -1.93 1.65
C -0.44 -3.49 2.10
C -0.06 -3.66 3.67
N 1.06 -4.63 3.92
C 1.67 -0.80 -2.01
C 2.52 -0.49 -3.33
C 2.10 -1.66 -4.40
O 3.95 -0.58 -3.20
H -1.37 4.12 2.21
H -1.51 5.06 0.65
H 0.21 4.74 1.37
H -1.81 2.92 -0.22
H -0.78 2.10 1.11
H 1.35 3.37 0.09
H 0.72 4.42 -2.49
H -0.92 4.64 -1.53
H 0.66 5.31 -0.89
H 0.21 0.86 -3.60
H 0.11 2.68 -3.59
H -2.05 0.83 -3.39
H -1.97 1.33 -1.64
H -2.91 2.77 -4.22
H -1.69 3.86 -3.41
H -4.41 4.09 -2.74
H -3.13 4.17 -1.44
H -6.17 3.02 -0.61
H 3.50 2.03 1.20
H 4.62 0.21 0.84
H 4.52 -0.66 -0.76
H 5.67 -2.62 1.70
H 6.62 -2.56 4.21
H 5.21 -1.28 6.16
H 2.86 -0.17 5.63
H 1.90 -0.25 3.02
H -0.69 0.29 -0.32
H 0.44 0.33 1.12
H -0.58 -2.05 -0.61
H 1.07 -2.34 0.19
H -0.01 -1.32 2.43
H -1.70 -1.59 1.58
H 0.38 -4.02 1.50
H -1.42 -4.11 1.92
H -0.98 -4.08 4.25
H 0.27 -2.66 4.15
H 1.08 -5.36 3.19
H 0.91 -5.15 4.81
H 2.22 -1.68 -1.52
H 0.62 -1.11 -2.39
H 2.28 0.49 -3.86
H 1.92 -2.66 -3.86
H 2.84 -1.75 -5.26
H 1.05 -1.34 -4.79
H 4.27 -1.51 -3.20
C -4.25 -5.41 4.94
Cl -3.61 -4.45 3.59
Cl -3.21 -5.27 6.36
H -5.25 -5.05 5.19
H -4.30 -6.45 4.64
C -4.84 -2.45 0.06
Cl -3.39 -3.41 -0.24
Cl -4.44 -0.93 0.88
H -5.31 -2.22 -0.89
H -5.52 -3.02 0.69
C 7.74 1.12 3.51
Cl 5.99 0.92 3.44
Cl 8.54 -0.31 4.17
H 8.11 1.30 2.50
H 7.98 1.98 4.14
C -6.95 0.20 -2.00
Cl -7.24 -1.35 -2.82
Cl -8.17 0.50 -0.75
H -5.97 0.17 -1.54
H -6.99 1.00 -2.74
C -4.21 0.73 -6.51
Cl -2.50 0.94 -6.14
Cl -5.23 1.60 -5.37
H -4.40 1.11 -7.52
H -4.45 -0.33 -6.47
```

**Relative energy (zero: lowest compared OMol25 entry of this formula, charge and spin)**: 9.221 eV
**HOMO energy**: -8.197 eV
**E_LUMO**: 0.25 eV
**M**: 932.333 g/mol
**Calculated total energy**: -176149.6465 eV

***

Among the records above, which one has the lowest calculated total energy?
C33H55Cl10NO7